[1]
Computed, not measured: C5H14N2 as an isolated structure, with the ωB97M-V functional and the def2-TZVPD basis.

The energy relative to the best compared isomer or geometry (same formula, charge and spin) comes out at 102.6 kcal per mole. For the molecular weight, the calculation gives 102.2 g/mol.

Positions of all 21 atoms, in Å:
C  -0.6757  -1.5661  -3.2156
N  0.5552  -0.8361  -0.0369
C  0.6637  -0.2789  1.1877
C  0.1074  1.0905  1.5209
C  -0.7017  1.8095  0.3728
N  0.0037  2.1086  -0.8797
C  0.9402  -1.2827  2.2878
H  -1.4044  -0.8421  -2.8459
H  -0.2362  -1.1980  -4.1428
H  -1.2125  -2.5132  -3.3145
H  0.1016  -1.6685  -2.4585
H  -0.3706  -0.9075  0.5650
H  -0.4248  1.3339  2.4397
H  0.9882  1.7709  1.5409
H  -1.4715  1.0811  0.0800
H  -1.1655  2.6790  0.8404
H  0.7818  2.7365  -0.6613
H  0.4826  1.2204  -1.0471
H  0.3205  -1.2059  3.1947
H  1.9850  -1.2297  2.6031
H  0.7329  -2.3018  1.9693

---

[2]
Computed, not measured: a 4-piece molecular cluster, C4H12O3 overall, with the ωB97M-V functional and the def2-TZVPD basis.

The energy relative to the best compared isomer or geometry (same formula, charge and spin) comes out at 48.4 kcal per mole. For the molecular weight, the calculation gives 108.1 g/mol.

Positions of all 19 atoms, in Å:
C  -2.5667  -0.1936  0.3200
C  -1.3004  0.1714  0.3030
C  -0.8610  1.3734  0.9969
C  0.3893  1.6635  1.2676
H  -3.3778  0.0792  0.9590
H  -2.9428  -1.0228  -0.3179
H  -0.5804  -0.2944  -0.3541
H  -1.7295  1.8256  1.4613
H  0.6826  2.5833  1.7457
H  1.2529  1.0640  1.0879
O  2.6417  0.1381  -1.4849
H  3.3887  -0.4541  -1.3130
H  2.1216  -0.1296  -0.6940
O  0.1215  -0.5100  -2.8288
H  0.0713  -0.3581  -1.8740
H  0.2805  0.3977  -3.1152
O  0.8877  -2.2160  0.9171
H  0.0616  -1.8326  1.2343
H  1.4594  -2.2850  1.6891

---

[3]
Computed, not measured: a 2-piece molecular cluster, C30H46ClO13P3 overall, with the ωB97M-V functional and the def2-TZVPD basis.

For the molecular weight, the calculation gives 743.1 g/mol.

Positions of all 93 atoms, in Å:
C  0.6794  -2.7009  5.0026
C  -0.6760  -3.5269  4.6734
C  -1.9724  -2.5717  4.4729
C  -1.5616  -1.1438  3.8487
C  -1.4479  0.1576  4.7119
C  -1.7179  0.1686  6.3110
O  -0.3923  0.3977  6.9281
C  -0.3474  -0.1622  8.2352
C  0.9685  -1.0384  8.5964
O  -1.2077  -0.0025  9.1286
C  -1.0640  1.5569  4.1074
C  -0.7243  1.7009  2.5743
C  -0.3239  3.1412  2.0141
C  1.2336  3.5253  2.2389
C  1.6648  4.4621  0.9974
Cl  3.4900  4.4729  0.7620
C  -0.8076  0.4015  1.7419
C  -1.2246  -0.9982  2.3364
C  -1.2442  -2.2456  1.3112
O  -2.1143  -3.1535  1.3532
C  -0.0755  -2.1979  0.1931
C  0.5988  -3.5882  -0.1979
C  0.5728  -3.9458  -1.7681
C  -0.7918  -3.5608  -2.5251
C  -0.6754  -2.3761  -3.6043
C  0.5264  -2.5273  -4.6584
C  1.2451  -1.1172  -5.0327
O  2.6747  -1.2373  -4.7886
C  3.2912  0.0315  -4.6402
C  4.8297  0.1053  -4.1395
O  2.7417  1.1359  -4.9054
C  0.3075  -0.9221  -0.3434
P  1.6900  -0.7477  -1.6088
P  3.5881  -1.4872  -0.7414
O  4.6155  -0.3436  -0.8390
O  4.0129  -2.8869  -1.6154
O  3.4505  -1.9005  0.9116
C  -0.4321  0.4208  0.1712
O  -0.7072  1.3675  -0.6030
H  1.3717  -3.3624  5.6528
H  0.4596  -1.7563  5.6051
H  1.1894  -2.4655  3.9936
H  -0.8275  -4.2960  5.5234
H  -0.4717  -4.0929  3.6940
H  -2.7249  -3.0461  3.7536
H  -2.4952  -2.4485  5.4803
H  -2.2107  -0.7894  6.6804
H  -2.3200  1.1136  6.5182
H  1.6489  -0.4959  9.3484
H  0.6195  -2.0431  9.0232
H  1.6044  -1.2083  7.6473
H  -0.9853  2.4910  4.7517
H  -0.6609  3.3227  0.9264
H  -0.9251  3.9066  2.6422
H  1.9179  2.6011  2.3136
H  1.2857  4.0760  3.2454
H  1.2447  5.5252  1.1402
H  1.1810  4.0722  0.0272
H  0.0807  -4.4418  0.3595
H  1.6935  -3.5909  0.1653
H  0.6793  -5.0954  -1.8387
H  1.5236  -3.5197  -2.2408
H  -1.1726  -4.5011  -3.0781
H  -1.6258  -3.2809  -1.7867
H  -0.6980  -1.3613  -3.0599
H  -1.6558  -2.4072  -4.2203
H  0.0617  -2.8920  -5.6545
H  1.3042  -3.3261  -4.3792
H  1.0808  -0.7996  -6.1150
H  0.7869  -0.3388  -4.3298
H  4.9607  0.8246  -3.2648
H  5.0807  -0.9571  -3.7677
H  5.5296  0.3968  -5.0089
H  1.9051  0.6698  -1.7665
H  4.0240  -3.6646  -1.0097
H  4.0879  -2.6529  1.0387
C  -4.2706  5.4054  -5.8473
O  -3.8900  4.0775  -6.1755
P  -3.5602  2.9786  -4.8905
O  -4.7000  3.5196  -4.0302
O  -2.1498  3.7768  -4.5857
C  -1.1730  3.7962  -5.6238
O  -3.1839  1.7884  -3.7095
C  -2.7091  2.2148  -2.4418
H  -4.0891  6.0329  -6.7230
H  -5.3358  5.4405  -5.6137
H  -3.6853  5.7945  -5.0114
H  -1.1488  4.7937  -6.0663
H  -1.3925  3.0617  -6.4015
H  -0.1940  3.5780  -5.1929
H  -3.3338  3.0026  -2.0199
H  -1.6757  2.5541  -2.5179
H  -2.7294  1.3560  -1.7693

---

Number 1: Kohn-Sham gap 8.52 eV, lowest unoccupied orbital energy 0.408 eV, HOMO energy -8.11 eV. Number 2: Kohn-Sham gap 9.97 eV, lowest unoccupied orbital energy 0.551 eV, HOMO energy -9.41 eV. Number 3: Kohn-Sham gap 6.30 eV, lowest unoccupied orbital energy -2.756 eV, HOMO energy -9.05 eV.